[1]
C31H28INP2Pt | ωB97M-V/def2-TZVPD

Charge = +2
Relative energy (zero: lowest compared OMol25 entry of this formula, charge and spin) = 0.376 eV
E = -64002.2709 eV
HOMO-LUMO gap = 5.900 eV
HOMO = -0.492 hartree

Cartesian coordinates (Å):
1 Pt -1.02 -0.37 0.59
2 C -0.11 2.74 1.35
3 P -0.90 1.94 -0.09
4 C -2.41 2.85 -0.41
5 C -3.20 3.21 0.68
6 C -4.40 3.87 0.48
7 C -4.81 4.18 -0.82
8 C -4.03 3.81 -1.90
9 C -2.84 3.14 -1.71
10 C 0.17 2.02 -1.53
11 C 0.35 3.27 -2.13
12 C 1.25 3.40 -3.18
13 C 1.96 2.29 -3.62
14 C 1.78 1.05 -3.02
15 C 0.89 0.92 -1.97
16 C -0.08 1.78 2.47
17 C 0.05 1.94 3.82
18 C 0.15 0.65 4.40
19 C 0.09 -0.26 3.38
20 C 0.37 -1.72 3.33
21 P -0.06 -2.29 1.66
22 C 1.39 -2.85 0.75
23 C 2.67 -2.70 1.27
24 C 3.77 -3.14 0.55
25 C 3.60 -3.73 -0.70
26 C 2.33 -3.87 -1.23
27 C 1.23 -3.44 -0.51
28 C -1.25 -3.63 1.85
29 C -2.46 -3.32 2.47
30 C -3.40 -4.32 2.68
31 C -3.13 -5.62 2.27
32 C -1.92 -5.93 1.67
33 C -0.97 -4.94 1.46
34 N -0.04 0.42 2.17
35 H -0.67 3.65 1.59
36 H 0.89 3.04 1.02
37 H -2.89 2.98 1.70
38 H -5.01 4.16 1.32
39 H -5.74 4.70 -0.97
40 H -4.35 4.06 -2.91
41 H -2.23 2.87 -2.56
42 H -0.20 4.14 -1.80
43 H 1.39 4.36 -3.65
44 H 2.66 2.40 -4.44
45 H 2.35 0.20 -3.36
46 H 0.78 -0.05 -1.49
47 H 0.11 2.89 4.34
48 H 0.32 0.42 5.44
49 H -0.20 -2.31 4.05
50 H 1.42 -1.91 3.51
51 H 2.85 -2.25 2.23
52 H 4.76 -3.02 0.97
53 H 4.46 -4.07 -1.25
54 H 2.19 -4.33 -2.19
55 H 0.24 -3.57 -0.94
56 H -2.68 -2.31 2.79
57 H -4.34 -4.08 3.16
58 H -3.86 -6.40 2.44
59 H -1.70 -6.95 1.37
60 H -0.02 -5.19 1.01
61 I -2.36 -2.04 -1.00
62 C -2.49 0.04 -0.82
63 H -3.44 0.36 -0.40
64 H -2.25 0.49 -1.78


[2]
C2H6N2O2 | ωB97M-V/def2-TZVPD

Charge = 0
Relative energy (zero: lowest compared OMol25 entry of this formula, charge and spin) = 0.751 eV
E = -9246.5665 eV
SMILES = NC=O.NC=O
HOMO-LUMO gap = 10.488 eV
HOMO = -0.360 hartree

Cartesian coordinates (Å):
1 O -1.10 1.71 -4.57
2 C -0.11 1.10 -4.11
3 N -0.09 0.29 -3.10
4 H 0.95 1.17 -4.44
5 H -0.92 -0.03 -2.60
6 H 0.82 -0.13 -2.90
7 O 0.71 -1.18 2.16
8 C 0.56 -0.55 3.19
9 N -0.36 -0.89 4.10
10 H 1.11 0.38 3.48
11 H -0.96 -1.71 4.00
12 H -0.60 -0.17 4.78


[3]
C3H8OS | ωB97M-V/def2-TZVPD

Charge = 0
Relative energy (zero: lowest compared OMol25 entry of this formula, charge and spin) = 3.541 eV
E = -16119.6959 eV
SMILES = C[C@H](O)CS
HOMO-LUMO gap = 9.826 eV
HOMO = -0.343 hartree

Cartesian coordinates (Å):
1 C 0.21 0.83 1.82
2 C 0.34 -0.45 0.93
3 C -0.93 -0.67 -0.07
4 H -0.87 0.97 2.09
5 H 0.24 1.39 0.86
6 H 0.77 0.87 2.68
7 H 0.33 -1.25 1.95
8 H 1.42 0.31 -0.40
9 H -1.26 -1.80 -0.09
10 H -1.89 -0.22 0.42
11 H 0.89 0.00 -1.67
12 O 1.62 -0.60 0.23
13 S -0.64 0.39 -1.48


[4]
C5H12O3 | ωB97M-V/def2-TZVPD

Charge = +1
Spin multiplicity = 2
Relative energy (zero: lowest compared OMol25 entry of this formula, charge and spin) = 1.179 eV
E = -11512.1298 eV
Expectation value of S² = 0.7655
HOMO-LUMO gap (alpha / beta) = 9.648 / 6.908 eV
HOMO (alpha / beta) = -0.540 / -0.540 hartree

Cartesian coordinates (Å):
1 C 2.19 -0.98 -0.27
2 C 0.80 -1.29 -0.43
3 C -0.18 -0.35 -0.77
4 O 0.14 0.87 -1.21
5 C -1.61 -0.52 -0.94
6 C -2.39 -1.50 -0.50
7 H 2.40 -0.29 0.54
8 H 2.74 -1.88 0.03
9 H 2.70 -0.48 -1.11
10 H 0.53 -2.35 -0.31
11 H 1.02 1.23 -0.98
12 H -2.07 0.16 -1.71
13 H -2.18 -2.36 0.12
14 H -3.48 -1.33 -0.56
15 H 0.94 1.27 1.98
16 H 0.38 0.95 3.40
17 O 0.89 0.59 2.66
18 H -1.10 2.76 0.81
19 H -0.71 2.37 -0.64
20 O -1.01 3.11 -0.08


[5]
C4H13ClSi2 | ωB97M-V/def2-TZVPD

Charge = 0
Relative energy (zero: lowest compared OMol25 entry of this formula, charge and spin) = 2.768 eV
E = -32635.2713 eV
HOMO-LUMO gap (alpha / beta) = 8.033 / 7.387 eV
HOMO (alpha / beta) = -0.318 / -0.285 hartree

Cartesian coordinates (Å):
1 C 2.10 0.10 1.71
2 C -0.01 1.68 0.19
3 C 1.46 -0.68 -1.24
4 C -0.63 -1.29 0.89
5 Si -3.10 -0.26 -1.22
6 Si 0.69 -0.08 0.41
7 Cl -2.76 1.31 -2.41
8 H 2.66 1.02 1.55
9 H 1.69 0.13 2.71
10 H 2.80 -0.73 1.67
11 H -0.80 1.71 -0.55
12 H -0.43 2.06 1.13
13 H 0.76 2.38 -0.12
14 H 1.79 -1.71 -1.15
15 H 0.73 -0.63 -2.04
16 H 2.32 -0.08 -1.53
17 H -1.24 -1.14 1.77
18 H -0.64 -2.30 0.52
19 H -3.19 -1.49 -1.99
20 H -4.18 0.00 -0.29


[6]
C5H11N | ωB97M-V/def2-TZVPD

Charge = 0
Relative energy (zero: lowest compared OMol25 entry of this formula, charge and spin) = 1.133 eV
E = -6852.3960 eV
SMILES = C=CCNCC
HOMO-LUMO gap = 10.042 eV
HOMO = -0.324 hartree

Cartesian coordinates (Å):
1 C 2.74 -0.46 -0.06
2 C 1.54 0.47 -0.07
3 C -0.86 0.55 0.34
4 C -2.05 -0.37 0.41
5 C -3.15 -0.15 -0.35
6 H 2.60 -1.27 -0.86
7 H 2.84 -0.94 0.94
8 H 3.66 0.12 -0.27
9 H 1.65 1.13 0.83
10 H 1.53 1.13 -0.96
11 H 0.08 -0.93 -0.64
12 H -0.74 1.08 1.32
13 H -0.98 1.26 -0.47
14 H -1.96 -1.19 1.12
15 H -3.20 0.65 -1.10
16 H -4.00 -0.81 -0.33
17 N 0.30 -0.27 0.13


[7]
C28H70N2O17 | ωB97M-V/def2-TZVPD

Charge = 0
Relative energy (zero: lowest compared OMol25 entry of this formula, charge and spin) = 0.385 eV
E = -67953.7518 eV
SMILES = CCOC(=O)OC.CCOC(=O)OC.CCOC(=O)OC.COCCNCCOC.COCCNCCOC.CO.CO.CO.CO
HOMO-LUMO gap = 9.083 eV
HOMO = -0.317 hartree

Cartesian coordinates (Å):
1 C -3.68 5.94 -1.34
2 C -2.98 4.86 -0.49
3 O -3.54 3.59 -0.76
4 C -2.77 2.51 -0.67
5 O -1.69 2.50 -0.14
6 O -3.40 1.51 -1.25
7 C -2.77 0.28 -1.59
8 H -4.73 5.66 -1.38
9 H -3.31 5.88 -2.36
10 H -3.60 6.88 -0.82
11 H -2.93 5.13 0.57
12 H -1.93 4.85 -0.78
13 H -1.78 0.06 -1.19
14 H -2.72 0.27 -2.68
15 H -3.48 -0.51 -1.35
16 C 1.22 -1.69 -4.03
17 C 0.21 -1.62 -2.91
18 O -0.20 -2.96 -2.61
19 C -0.89 -3.09 -1.49
20 O -1.15 -2.22 -0.70
21 O -1.22 -4.38 -1.36
22 C -2.21 -4.72 -0.42
23 H 1.98 -2.45 -3.85
24 H 1.74 -0.73 -4.10
25 H 0.72 -1.97 -4.96
26 H -0.67 -1.01 -3.10
27 H 0.74 -1.18 -2.07
28 H -1.85 -4.82 0.60
29 H -2.54 -5.73 -0.67
30 H -3.07 -4.05 -0.38
31 C 1.29 3.41 2.67
32 C 2.08 3.07 3.90
33 O 3.40 3.56 3.66
34 C 4.41 3.22 4.42
35 O 4.33 2.65 5.49
36 O 5.54 3.72 3.94
37 C 6.74 3.04 4.24
38 H 0.25 3.08 2.75
39 H 1.69 2.84 1.82
40 H 1.35 4.45 2.35
41 H 2.11 1.98 3.96
42 H 1.71 3.56 4.80
43 H 7.02 2.35 3.46
44 H 6.61 2.48 5.17
45 H 7.59 3.70 4.39
46 C -3.46 -1.57 2.03
47 O -3.81 -2.93 2.31
48 C -4.00 -3.08 3.73
49 C -2.76 -2.91 4.59
50 N -1.76 -3.98 4.43
51 C -1.14 -4.10 3.11
52 C 0.19 -4.86 3.14
53 O 1.17 -3.96 3.62
54 C 2.47 -4.55 3.55
55 H -2.41 -1.35 2.25
56 H -4.02 -0.86 2.65
57 H -3.67 -1.45 0.97
58 H -4.24 -4.14 3.80
59 H -4.81 -2.43 4.07
60 H -3.08 -2.92 5.63
61 H -2.24 -1.94 4.53
62 H -1.02 -3.64 5.05
63 H -0.99 -3.13 2.62
64 H -1.83 -4.66 2.48
65 H 0.39 -5.14 2.10
66 H 0.05 -5.77 3.74
67 H 3.19 -3.74 3.68
68 H 2.63 -5.02 2.57
69 H 2.58 -5.27 4.37
70 C -0.50 0.04 -7.97
71 O -1.43 0.86 -7.27
72 C -1.21 2.24 -7.52
73 C 0.08 2.81 -6.93
74 N 0.13 2.97 -5.49
75 C -0.09 1.78 -4.68
76 C -0.03 2.26 -3.22
77 O 1.35 2.57 -2.97
78 C 1.56 2.61 -1.56
79 H -0.93 -0.95 -8.07
80 H 0.43 -0.01 -7.41
81 H -0.24 0.41 -8.96
82 H -2.01 2.82 -7.04
83 H -1.28 2.46 -8.59
84 H 0.20 3.82 -7.32
85 H 0.93 2.20 -7.29
86 H 0.98 3.36 -5.11
87 H 0.63 0.96 -4.84
88 H -1.02 1.26 -4.95
89 H -0.41 1.47 -2.57
90 H -0.58 3.17 -3.00
91 H 2.58 2.96 -1.37
92 H 1.39 1.64 -1.09
93 H 0.95 3.41 -1.12
94 C 0.34 0.07 1.22
95 O 1.01 -0.72 0.27
96 H -0.71 -0.17 1.36
97 H 0.84 0.05 2.19
98 H 0.36 1.10 0.87
99 H 0.67 -1.62 0.22
100 C 2.49 -4.56 -0.39
101 O 2.63 -5.88 -0.90
102 H 2.92 -4.53 0.62
103 H 2.95 -3.78 -1.01
104 H 1.44 -4.26 -0.37
105 H 1.82 -6.09 -1.36
106 C 4.14 0.12 2.32
107 O 5.53 0.37 2.13
108 H 3.84 -0.01 3.37
109 H 3.63 1.04 1.99
110 H 3.75 -0.71 1.71
111 H 5.92 -0.51 2.13
112 C -2.43 2.23 3.18
113 O -3.76 1.69 3.35
114 H -2.41 3.21 2.70
115 H -1.96 2.37 4.16
116 H -1.82 1.57 2.56
117 H -3.74 1.40 4.26


[8]
C11H16BrIN4OP | ωB97M-V/def2-TZVPD

Charge = +1
E = -107090.5704 eV
SMILES = OP(Br)N1C[C@@H](CCCI)N/C1=[NH+]/c1ccncc1
HOMO-LUMO gap = 7.388 eV
HOMO = -0.434 hartree

Cartesian coordinates (Å):
1 O 2.83 -3.06 1.23
2 P 1.18 -2.58 1.53
3 Br 1.25 -1.62 3.63
4 N 0.71 -1.23 0.46
5 C 1.77 -0.22 0.09
6 C 1.21 0.14 -1.45
7 C 2.34 0.84 -2.41
8 C 2.01 2.48 -2.37
9 C 2.13 3.09 -0.84
10 I 1.74 5.26 -0.91
11 N 0.51 -1.13 -1.90
12 C -0.29 -1.49 -0.64
13 N -1.58 -1.95 -0.55
14 C -2.24 -2.31 0.76
15 C -2.77 -3.85 1.16
16 C -3.41 -4.01 2.64
17 N -3.58 -3.03 3.76
18 C -3.13 -1.64 3.47
19 C -2.48 -1.27 2.03
20 H 3.30 -2.97 2.12
21 H 2.91 -0.52 0.17
22 H 1.54 0.68 0.84
23 H 0.31 0.88 -1.28
24 H 2.29 0.41 -3.50
25 H 3.39 0.68 -1.90
26 H 0.89 2.60 -2.76
27 H 2.79 3.03 -3.08
28 H 3.22 2.93 -0.42
29 H 1.34 2.64 -0.09
30 H -0.29 -0.88 -2.54
31 H -2.13 -2.09 -1.44
32 H -2.67 -4.75 0.38
33 H -3.79 -5.12 2.89
34 H -3.26 -0.83 4.34
35 H -2.13 -0.14 1.88


[9]
C3H11NO2 | ωB97M-V/def2-TZVPD

Charge = 0
Relative energy (zero: lowest compared OMol25 entry of this formula, charge and spin) = 2.346 eV
E = -8872.1430 eV
SMILES = C=NCC.O.O
HOMO-LUMO gap = 9.762 eV
HOMO = -0.330 hartree

Cartesian coordinates (Å):
1 C -0.31 1.57 -0.86
2 C 0.24 1.90 0.54
3 C 1.76 0.10 0.72
4 N 0.66 0.59 1.16
5 H -0.48 2.55 -1.32
6 H -1.23 1.01 -0.75
7 H 0.47 1.17 -1.50
8 H 1.03 2.63 0.71
9 H -0.61 2.15 1.18
10 H 2.70 0.66 0.69
11 H 1.68 -0.98 0.55
12 H 0.08 0.13 3.64
13 H -0.37 1.19 4.51
14 O 0.29 0.50 4.51
15 H -1.56 -4.53 -5.10
16 H -2.35 -5.75 -4.30
17 O -2.02 -4.87 -4.35


[10]
C4H8N2O | ωB97M-V/def2-TZVPD

Charge = 0
Relative energy (zero: lowest compared OMol25 entry of this formula, charge and spin) = 4.885 eV
E = -9301.5080 eV
HOMO-LUMO gap = 8.472 eV
HOMO = -0.317 hartree

Cartesian coordinates (Å):
1 C 2.12 -0.14 0.59
2 C 1.45 -0.90 -0.50
3 O 0.32 -1.42 0.08
4 C -0.90 -0.87 -0.19
5 N -1.97 -1.32 0.30
6 C -0.87 0.44 -0.94
7 N -0.86 1.52 0.04
8 H 1.36 0.45 1.13
9 H 2.90 0.52 0.20
10 H 2.56 -0.85 1.31
11 H 0.06 0.49 -1.53
12 H -1.79 -2.16 0.86
13 H -1.72 0.47 -1.64
14 H -1.06 2.41 -0.42
15 H -1.60 1.36 0.71


[11]
C10H16N2S2 | ωB97M-V/def2-TZVPD

Charge = 0
Relative energy (zero: lowest compared OMol25 entry of this formula, charge and spin) = 1.312 eV
E = -35273.7770 eV
HOMO-LUMO gap = 9.096 eV
HOMO = -0.324 hartree

Cartesian coordinates (Å):
1 C 2.70 -2.36 -1.77
2 C 1.34 -2.03 -2.27
3 C 0.70 0.51 -1.18
4 C 1.85 1.10 -0.65
5 C 0.90 1.52 1.40
6 C -0.32 0.94 1.07
7 C -1.83 -0.67 3.02
8 C -0.35 -0.84 3.74
9 C -0.39 0.44 -0.24
10 C -1.71 -0.31 -0.73
11 H 3.25 -1.28 -1.11
12 H 2.52 -3.50 -1.15
13 H 3.53 -2.75 -2.91
14 H 0.43 -2.28 -1.59
15 H 1.14 -2.47 -3.34
16 H 2.70 1.31 -1.33
17 H 0.66 2.01 2.45
18 H -2.65 -0.43 3.65
19 H -2.52 -1.54 2.32
20 H -0.16 -1.75 4.37
21 H 0.47 -0.77 2.85
22 H -0.31 0.05 4.35
23 H -2.33 -0.78 0.14
24 H -1.21 -1.11 -1.46
25 H -3.39 0.26 -1.98
26 H -2.81 1.51 -0.99
27 N 1.98 1.51 0.66
28 N -2.47 0.68 -1.62
29 S 1.01 -0.34 -2.77
30 S -1.84 0.86 2.03


[12]
CH10NO3 | ωB97M-V/def2-TZVPD

Charge = +1
Relative energy (zero: lowest compared OMol25 entry of this formula, charge and spin) = 2.375 eV
E = -8822.7876 eV
HOMO-LUMO gap = 8.912 eV
HOMO = -0.546 hartree

Cartesian coordinates (Å):
1 C -0.63 0.21 -1.84
2 N -1.17 0.59 -0.73
3 H -0.81 0.79 -2.76
4 H -0.20 -0.78 -2.02
5 H -0.53 1.10 0.06
6 H -2.15 0.82 -0.57
7 H 0.43 0.13 4.22
8 H -1.02 0.54 3.88
9 O -0.14 0.43 3.50
10 H 1.90 -2.64 -1.96
11 H 1.41 -2.77 -3.40
12 O 1.56 -2.13 -2.70
13 H 1.10 1.16 0.99
14 H 0.02 1.04 2.12
15 O 0.23 1.50 1.23